Density functional theory data (ωB97M-V with the def2-TZVPD basis set) for a structure of composition C21H14BeFN2O7.

Output
energy relative to the best compared isomer or geometry (same formula, charge and spin) = 0.0 kcal/mol
maximum force = 0.00411 hartree/bohr
net charge = -1
frontier orbital gap = 7.85 eV
HOMO level = -5.7 eV
E_tot = -1559.8547 a.u.

Structure (XYZ):
```
46
Properties=species:S:1:pos:R:3:forces:R:3
Be 2.305580 1.146191 -1.469713 -0.1 0.1 0.0
O 5.562206 1.047582 -3.076357 0.0 0.1 0.0
C 4.578795 1.055350 -2.356645 0.0 -0.2 0.0
O 3.342208 1.100307 -2.705914 0.0 0.1 0.0
C 4.730570 0.954186 -0.849064 0.0 0.1 0.0
C 5.952444 0.902508 -0.216875 0.0 0.0 0.0
C 5.957288 0.800462 1.166920 0.0 0.0 0.0
C 4.753027 0.741753 1.841488 0.0 0.0 0.0
C 3.552790 0.795803 1.137997 0.0 0.0 0.0
N 3.560381 0.910857 -0.195331 0.0 0.0 0.0
C 2.222078 0.678617 1.926920 0.0 0.0 0.0
O 2.367930 0.567596 3.153822 0.0 0.0 0.0
O 1.183959 0.687863 1.238372 0.0 0.0 0.0
H 6.851123 0.942911 -0.815055 0.0 0.0 0.0
H 6.893247 0.761231 1.711811 0.0 0.0 0.0
H 4.683387 0.650598 2.915177 0.0 0.0 0.0
C -4.796213 0.705218 -0.457349 0.0 0.0 0.0
C -3.781314 0.546702 0.669911 0.0 0.0 0.0
C -4.116439 -0.581875 1.635072 0.0 0.0 0.0
C -4.045479 -1.928487 0.929259 0.0 0.0 0.0
C -2.725562 -2.082623 0.219850 0.0 0.0 0.0
C -2.216708 -3.329240 -0.062335 0.0 0.0 0.0
C -0.980155 -3.459530 -0.686835 0.0 0.0 0.0
F -0.532310 -4.710575 -0.941397 0.0 0.0 0.0
C -0.218929 -2.380220 -1.021920 0.0 0.0 0.0
C -0.717641 -1.099901 -0.749639 0.0 0.0 0.0
C 0.103403 0.063696 -1.058585 -0.1 0.1 0.0
O 1.250504 -0.106440 -1.543602 0.0 -0.1 0.0
C -0.477304 1.336678 -0.813123 0.1 0.0 -0.1
C -1.702090 1.401437 -0.238851 0.0 0.0 0.0
N -2.437740 0.329993 0.118712 0.0 0.0 0.0
C -1.969637 -0.946788 -0.141258 0.0 0.0 0.0
C 0.264278 2.633637 -1.050588 0.0 -0.1 0.0
O -0.352959 3.683507 -0.944838 0.0 0.0 0.0
O 1.503667 2.514510 -1.358844 0.0 0.0 0.0
H -5.795204 0.868674 -0.049243 0.0 0.0 0.0
H -4.821255 -0.179786 -1.094261 0.0 0.0 0.0
H -4.534922 1.558851 -1.082996 0.0 0.0 0.0
H -3.725319 1.480634 1.230682 0.0 0.0 0.0
H -5.110325 -0.412855 2.052299 0.0 0.0 0.0
H -3.400077 -0.559332 2.459210 0.0 0.0 0.0
H -4.867721 -2.020548 0.213209 0.0 0.0 0.0
H -4.167660 -2.741602 1.646305 0.0 0.0 0.0
H -2.763730 -4.222670 0.212935 0.0 0.0 0.0
H 0.756045 -2.482761 -1.476674 0.0 0.0 0.0
H -2.118195 2.377885 -0.022652 0.0 0.0 0.0
```
Positions in Å, forces in eV/Å.



Density functional theory data (ωB97M-V with the def2-TZVPD basis set) for an isolated molecule of C21H14Cl2F2N2OS2.

Output
energy relative to the best compared isomer or geometry (same formula, charge and spin) = 1.8 kcal/mol
maximum force = 0.05741 hartree/bohr
frontier orbital gap = 7.08 eV
HOMO level = -7.9 eV
E_tot = -2909.8593 a.u.

Structure (XYZ):
```
44
Properties=species:S:1:pos:R:3:forces:R:3
O -2.492632 -1.145338 0.681897 -0.3 -0.2 0.2
F 4.255681 -2.695248 7.500883 -0.1 0.5 0.8
F 3.600683 -0.673364 6.793447 -0.2 -0.7 0.4
S 1.243108 1.412142 -0.065875 -0.4 -0.1 0.0
Cl -5.673317 -2.116334 -3.828964 0.5 0.4 0.3
Cl -4.119446 2.481763 0.226839 0.0 -0.5 -0.1
S 4.273371 -2.507660 5.006886 -0.3 0.1 0.8
C -0.076292 0.445629 0.384437 -0.1 0.6 -0.5
C -2.485443 -0.209654 -0.141039 1.5 -0.7 1.0
C -1.365499 0.586691 -0.357551 1.5 -0.4 1.7
C -1.204457 3.321205 -3.572230 -0.7 -0.1 0.3
C -5.928618 0.277264 -2.606068 0.5 0.5 1.0
C -5.616404 1.270490 -1.632607 -0.7 -0.2 -1.1
C 1.952331 -2.593847 3.609795 0.0 0.1 -0.3
C 3.196329 -0.543195 3.424580 0.0 -0.5 0.8
C -3.989954 -0.998524 -1.919043 -0.4 0.4 0.0
C 0.990080 -2.106187 2.757314 0.3 0.2 -0.2
C 2.217466 -0.010292 2.610689 -0.8 -0.2 -0.2
C -1.166905 3.792357 -2.259128 -0.2 -1.7 -0.3
C -1.406145 1.950074 -3.767535 0.3 -0.3 -0.2
C -5.128288 -0.847965 -2.741305 0.2 0.2 0.8
C -4.487047 1.162648 -0.862762 0.8 -1.3 -0.1
C 3.045438 -1.847082 3.952351 0.8 1.7 -0.5
C -3.657913 0.000808 -0.965640 -2.4 0.4 -1.7
C 1.086788 -0.792533 2.250470 0.3 -0.9 0.0
C -1.246422 2.839786 -1.215950 0.1 2.1 -0.5
C -1.441345 1.079989 -2.671460 -0.2 0.8 -2.2
N 0.017763 -0.474296 1.388793 -1.2 0.4 -0.6
N -1.414163 1.533856 -1.421974 0.8 0.2 -0.3
C 3.488673 -2.022516 6.613257 1.2 -0.3 -1.4
H -1.174669 4.016178 -4.426936 0.1 -0.5 0.5
H -6.801770 0.355382 -3.227136 -0.3 0.2 0.0
H -6.248957 2.158160 -1.476894 0.2 -0.6 -0.3
H 1.925592 -3.595424 3.960092 -0.3 -0.8 0.2
H 4.056532 0.084224 3.721068 -0.5 -0.5 -0.2
H -3.361965 -1.894188 -2.038048 -0.3 0.5 0.3
H 0.257858 -2.840495 2.423507 -0.3 0.6 -0.1
H 2.347970 1.001948 2.277071 -0.2 0.0 -0.2
H -1.128863 4.852578 -2.105008 0.2 0.2 0.6
H -1.485011 1.563653 -4.798335 0.1 0.0 0.8
H -1.196250 3.183500 -0.204675 0.0 -0.2 0.4
H -1.522508 0.023072 -2.827417 0.0 -0.3 0.2
H -0.824976 -1.082652 1.489027 0.6 0.7 -0.3
H 2.456055 -2.347641 6.702847 -0.1 0.2 0.0
```
Positions in Å, forces in eV/Å.



Density functional theory data (ωB97M-V with the def2-TZVPD basis set) for a structure of composition C21H14Cl5CoIN4O3.

Output
energy relative to the best compared isomer or geometry (same formula, charge and spin) = 0.0 kcal/mol
maximum force = 0.01901 hartree/bohr
net charge = +1
frontier orbital gap = 6.93 eV
HOMO level = -11.0 eV
E_tot = -5234.6630 a.u.

Structure (XYZ):
```
49
Properties=species:S:1:pos:R:3:forces:R:3
Co 0.191749 -0.445014 -0.887603 -0.4 0.2 -0.9
O -0.854225 2.064693 3.645146 0.0 0.0 0.0
C 0.141018 2.770585 3.089504 -0.1 0.0 0.1
C 0.624581 3.858563 3.819016 0.0 0.0 0.0
C 1.643421 4.635300 3.316876 0.0 0.0 0.0
C 2.219447 4.356038 2.073007 0.0 0.0 0.0
C 1.755294 3.286002 1.349956 0.0 0.0 0.0
C 0.711732 2.477141 1.835762 0.0 0.0 0.0
C 0.263944 1.358017 1.023189 0.0 0.0 -0.2
O 0.826074 1.153438 -0.133124 0.2 0.0 0.3
N -0.745927 0.599215 1.438215 0.1 -0.1 -0.1
N -0.959224 -0.368400 0.515506 -0.2 0.0 0.4
C -1.924701 -1.204253 0.550704 0.0 -0.1 -0.1
C -1.910544 -2.159381 -0.558604 0.0 0.1 0.1
C -2.877594 -3.117195 -0.792615 0.0 0.0 0.0
C -2.739752 -3.938205 -1.903253 0.0 0.0 0.0
C -1.647246 -3.777218 -2.738376 0.0 0.0 0.0
C -0.717135 -2.793077 -2.444334 0.0 0.0 0.1
N -0.849229 -2.005673 -1.381799 0.0 -0.1 -0.1
H -1.109468 1.340165 3.042102 0.0 0.0 0.0
H 0.175339 4.065231 4.780686 0.0 0.0 0.0
H 2.004531 5.473094 3.899381 0.0 0.0 0.0
H 3.022961 4.969518 1.691035 0.0 0.0 0.0
H 2.193388 3.036072 0.393156 0.0 0.0 0.0
H -2.662222 -1.197400 1.342529 0.0 0.0 0.0
H -3.717050 -3.212147 -0.118085 0.0 0.0 0.0
H -3.480682 -4.697873 -2.112170 0.0 0.0 0.0
H -1.506584 -4.402621 -3.607739 0.0 0.0 0.0
H 0.154090 -2.629933 -3.063677 0.0 0.0 0.0
Cl 1.927613 -0.551190 -2.537662 0.0 0.0 0.1
C 2.473792 -1.538627 -1.180126 0.1 0.0 0.0
C 1.542736 -1.549263 -0.176094 0.0 0.1 0.5
C 1.821963 -2.283985 0.962705 0.0 0.0 -0.1
Cl 0.697751 -2.361648 2.270502 0.0 0.0 0.0
C 3.032609 -2.981412 1.050880 0.0 0.0 0.0
Cl 3.389302 -3.895953 2.453218 0.0 0.0 0.0
C 3.958678 -2.941451 0.000211 0.0 -0.1 0.1
Cl 5.435882 -3.799608 0.115219 0.0 0.0 0.0
C 3.682442 -2.205995 -1.150305 0.0 0.1 -0.1
Cl 4.761477 -2.116229 -2.473695 0.0 0.0 0.0
N -1.311840 2.626970 -1.413474 0.0 0.0 0.0
C -1.775608 1.536316 -2.005537 0.1 0.0 0.0
O -1.076357 0.518106 -2.179385 -0.2 0.0 0.2
C -3.192921 1.536059 -2.499913 0.0 0.1 -0.1
I -4.527248 1.343470 -0.848816 0.0 0.0 0.0
H -0.360761 2.622664 -1.068123 0.0 0.0 0.0
H -1.907005 3.416838 -1.226312 0.0 0.0 0.0
H -3.346335 0.675605 -3.139239 0.0 0.0 0.0
H -3.452157 2.454651 -3.018444 0.0 0.0 0.0
```
Positions in Å, forces in eV/Å.



Density functional theory data (ωB97M-V with the def2-TZVPD basis set) for a structure of composition C21H14Cl5N2O5Y.

Output
maximum force = 0.00928 hartree/bohr
frontier orbital gap = 8.89 eV
HOMO level = -9.2 eV
E_tot = -3633.8251 a.u.

Structure (XYZ):
```
48
Properties=species:S:1:pos:R:3:forces:R:3
Y 0.354802 -0.670204 -2.489364 -0.1 -0.1 0.2
O 0.330604 -0.767647 -0.156742 0.3 -0.1 -0.2
C 0.671311 0.430191 0.603191 0.1 0.2 -0.1
C 1.105023 1.495296 -0.456377 -0.1 0.0 0.2
O 1.193060 2.650360 -0.125275 0.1 0.0 0.0
O 1.364175 0.991788 -1.626049 0.2 0.3 0.0
C -0.585046 0.828862 1.351128 0.0 -0.1 0.0
C -1.562512 1.590595 0.715877 0.0 0.0 0.0
C -2.790635 1.798506 1.322290 0.0 0.0 0.0
C -3.052831 1.250697 2.570912 0.0 0.0 0.0
C -2.079448 0.501140 3.212880 0.0 0.0 0.0
C -0.849316 0.288513 2.605497 0.0 0.0 -0.1
C 1.885302 0.162334 1.474915 0.0 -0.1 0.0
C 2.644977 -0.993654 1.332758 0.0 0.0 0.0
C 3.769665 -1.191496 2.124429 0.0 0.0 0.0
C 4.147793 -0.232009 3.048932 0.0 0.0 0.0
C 3.400300 0.931029 3.180124 0.0 0.0 0.0
C 2.274553 1.129057 2.398970 0.0 0.0 0.0
H 0.015226 -1.455302 0.441585 -0.2 0.0 0.0
H -1.360755 2.032073 -0.251823 0.0 0.0 0.0
H -3.544202 2.392564 0.820004 0.0 0.0 0.0
H -4.012820 1.412154 3.043531 0.0 0.0 0.0
H -2.274434 0.075637 4.188693 0.0 0.0 0.0
H -0.092805 -0.299211 3.111336 0.0 0.0 0.0
H 2.379473 -1.742924 0.598739 0.0 0.0 0.0
H 4.349465 -2.098231 2.011225 0.0 0.0 0.0
H 5.024428 -0.385669 3.664622 0.0 0.0 0.0
H 3.697204 1.688205 3.893946 0.0 0.0 0.0
H 1.694773 2.038468 2.489421 0.0 0.0 0.0
Cl -1.394143 2.004137 -3.627487 0.1 0.2 -0.2
C -2.491226 0.990166 -2.727534 -0.1 -0.4 0.1
C -1.984258 -0.233801 -2.330798 -0.5 0.1 0.0
C -2.837743 -1.028087 -1.582516 0.1 0.3 -0.2
Cl -2.199777 -2.560035 -1.056887 0.0 -0.2 0.1
C -4.131506 -0.651253 -1.241860 0.1 0.0 0.1
Cl -5.129302 -1.673828 -0.290366 0.0 0.0 0.0
C -4.598593 0.592613 -1.670866 0.1 0.0 -0.1
Cl -6.183794 1.103466 -1.255305 0.0 0.0 0.0
C -3.775520 1.427237 -2.430981 0.0 0.0 0.1
Cl -4.334697 2.965285 -2.953041 0.0 0.1 0.0
N 2.734999 -0.953233 -3.436695 -0.1 0.1 0.0
N 2.952275 -2.078098 -2.593300 -0.1 0.1 -0.1
C 1.971758 -3.119659 -2.633731 0.4 -0.2 0.0
O 2.310481 -4.225172 -2.285634 -0.1 0.0 0.0
O 0.795932 -2.702467 -2.985495 0.0 -0.2 0.0
H 3.063592 -1.120653 -4.383996 0.0 0.0 0.0
H 3.234991 -0.158232 -3.049913 0.0 0.0 0.0
H 3.899223 -2.429498 -2.562967 0.0 0.0 0.0
```
Positions in Å, forces in eV/Å.



Question: Which of these has the highest E_tot?
Answer: C21H14BeFN2O7